Entry 1:
16
Properties=species:S:1:pos:R:3:lowdin_charge:R:1 method="wB97M-V/def2-TZVPD" charge=0 spin_multiplicity=1 gap_ha=0.376
O 2.691 0.010 0.237 -0.044
C 1.400 -0.439 0.527 -0.269
C 0.334 0.050 -0.370 -0.392
C -0.813 -0.900 -0.110 -0.171
C -1.864 0.322 -0.342 -0.125
C -0.633 1.259 -0.261 -0.140
H 3.115 0.355 1.033 0.091
H 1.093 -1.807 0.200 0.170
H 1.159 -0.348 1.598 0.122
H 0.727 -0.021 -1.395 0.152
H -0.911 -1.081 0.965 0.085
H -0.220 -1.995 -0.349 0.132
H -2.440 0.397 -1.269 0.089
H -2.564 0.472 0.497 0.094
H -0.542 1.830 0.668 0.106
H -0.503 1.932 -1.111 0.100

---

Entry 2:
16
Properties=species:S:1:pos:R:3:lowdin_charge:R:1 method="wB97M-V/def2-TZVPD" charge=0 spin_multiplicity=1 gap_ha=0.341
O 2.528 0.254 0.813 -0.086
C 1.882 -0.694 0.009 -0.294
C 0.710 -0.060 -0.751 -0.244
C -0.087 0.896 0.059 -0.032
C -1.727 -0.260 0.648 -0.089
C -1.497 0.930 -0.344 -0.264
H 1.814 0.827 1.142 0.054
H 1.508 -1.546 0.606 0.113
H 2.619 -1.098 -0.694 0.115
H 0.162 -0.803 -1.358 0.118
H 1.122 0.687 -1.455 0.145
H -0.876 -0.282 1.356 0.081
H -1.739 -1.218 0.120 0.088
H -2.620 -0.115 1.262 0.090
H -1.744 0.668 -1.384 0.109
H -2.054 1.816 -0.029 0.097

---

Entry 3:
16
Properties=species:S:1:pos:R:3:lowdin_charge:R:1 method="wB97M-V/def2-TZVPD" charge=0 spin_multiplicity=1 gap_ha=0.314 smiles=C[C@@H]1[C@H](C)[C@@H]1O
C -1.357 0.611 -0.599 -0.062
C -0.776 -0.658 0.007 -0.321
C 0.298 -0.618 1.068 -0.154
C 0.872 0.750 1.386 -0.114
C 0.489 -1.097 -0.603 -0.304
O 1.242 -0.312 -1.436 0.007
H -1.734 0.381 -1.605 0.087
H -2.201 0.982 -0.015 0.082
H -0.633 1.427 -0.688 0.073
H -1.535 -1.430 0.118 0.126
H 1.107 -1.367 0.741 0.119
H 1.221 1.284 0.494 0.065
H 1.708 0.672 2.088 0.069
H 0.112 1.380 1.872 0.081
H 0.554 -2.171 -0.820 0.152
H 0.632 0.166 -2.009 0.094

---

Entry 4:
16
Properties=species:S:1:pos:R:3:lowdin_charge:R:1 method="wB97M-V/def2-TZVPD" charge=0 spin_multiplicity=1 gap_ha=0.384 smiles=C[C@@H]1[C@H](C)[C@@H]1O
C 1.687 -0.335 0.251 -0.065
C 0.357 -0.192 0.956 -0.249
C -0.968 -0.441 0.259 -0.243
C -1.063 -0.627 -1.244 -0.067
C -0.603 0.943 0.720 -0.308
O -0.377 1.894 -0.282 -0.016
H 2.425 0.394 0.610 0.079
H 2.099 -1.332 0.440 0.080
H 1.595 -0.228 -0.833 0.070
H 0.396 -0.502 2.001 0.132
H -1.709 -0.985 0.844 0.130
H -0.368 0.026 -1.779 0.066
H -2.062 -0.333 -1.584 0.082
H -0.876 -1.658 -1.555 0.077
H -1.108 1.367 1.588 0.140
H 0.573 2.007 -0.391 0.091

---

Entry 5:
16
Properties=species:S:1:pos:R:3:lowdin_charge:R:1 method="wB97M-V/def2-TZVPD" charge=0 spin_multiplicity=1 gap_ha=0.389 smiles=CC1(C)C[C@H]1O
C 1.096 -1.022 -0.265 -0.043
C 0.043 0.065 -0.206 -0.490
C 0.395 1.311 -0.993 -0.047
C -1.417 -0.322 -0.140 -0.039
C -0.738 0.238 1.071 -0.323
O -0.562 -0.661 2.129 -0.016
H 2.041 -0.676 0.177 0.085
H 0.780 -1.926 0.265 0.082
H 1.307 -1.297 -1.305 0.085
H -0.357 2.098 -0.865 0.082
H 0.456 1.083 -2.065 0.084
H 1.366 1.717 -0.684 0.082
H -2.142 0.282 -0.679 0.106
H -1.658 -1.379 -0.068 0.115
H -0.983 1.255 1.383 0.145
H 0.383 -0.735 2.307 0.092

---

Entry 6:
16
Properties=species:S:1:pos:R:3:lowdin_charge:R:1 method="wB97M-V/def2-TZVPD" charge=0 spin_multiplicity=1 gap_ha=0.383 smiles="C[C@H]1CCC1=O.[H][H]"
C 0.336 0.896 1.303 -0.060
C -0.540 0.177 0.290 -0.288
C -1.046 0.932 -0.971 -0.134
C -0.600 -0.244 -1.878 -0.080
C 0.147 -0.799 -0.667 -0.379
O 1.032 -1.603 -0.532 0.073
H 0.746 0.190 2.032 0.062
H 1.178 1.391 0.807 0.086
H -0.235 1.659 1.844 0.079
H -1.369 -0.339 0.792 0.151
H -2.109 1.180 -0.990 0.104
H -0.465 1.841 -1.158 0.110
H -1.423 -0.900 -2.181 0.119
H 0.015 -0.021 -2.755 0.115
H 2.106 -2.303 2.323 0.034
H 1.853 -2.138 1.641 0.009

---

Entry 7:
16
Properties=species:S:1:pos:R:3:lowdin_charge:R:1 method="wB97M-V/def2-TZVPD" charge=0 spin_multiplicity=1 gap_ha=0.393 smiles="CC[C@@H](C)C=O"
C 2.046 -0.150 -0.284 -0.106
C 0.783 -0.605 0.477 -0.218
C -0.534 -0.230 -0.240 -0.325
C -1.893 -0.250 0.543 -0.045
C -0.545 1.210 -0.672 -0.287
O 0.017 2.105 -0.092 0.055
H 2.061 0.936 -0.404 0.061
H 2.950 -0.424 0.272 0.072
H 2.130 -0.602 -1.282 0.076
H 0.835 -1.693 0.614 0.108
H 0.807 -0.154 1.474 0.110
H -0.640 -0.874 -1.124 0.136
H -1.767 -0.429 1.611 0.081
H -2.405 0.722 0.479 0.076
H -2.599 -0.974 0.135 0.074
H -1.246 1.414 -1.507 0.132

---

Entry 8:
16
Properties=species:S:1:pos:R:3:lowdin_charge:R:1 method="wB97M-V/def2-TZVPD" charge=0 spin_multiplicity=1 gap_ha=0.386 smiles="C=CCCOC"
C -1.798 -1.442 -0.479 0.001
C -0.551 -1.782 -0.173 -0.190
C 0.278 -1.052 0.847 -0.190
C 1.040 0.114 0.221 -0.246
O 0.096 0.933 -0.427 -0.204
C 0.374 2.303 -0.382 -0.120
H -2.295 -0.617 0.025 0.063
H -2.356 -1.953 -1.257 0.051
H -0.064 -2.586 -0.721 0.097
H 0.984 -1.731 1.338 0.111
H -0.370 -0.639 1.627 0.116
H 1.572 0.667 1.011 0.119
H 1.793 -0.242 -0.500 0.126
H 0.354 2.683 0.650 0.089
H 1.352 2.544 -0.821 0.088
H -0.410 2.801 -0.958 0.090

---

Entry 9:
16
Properties=species:S:1:pos:R:3:lowdin_charge:R:1 method="wB97M-V/def2-TZVPD" charge=0 spin_multiplicity=1 gap_ha=0.323
C -1.162 0.423 -1.685 -0.088
C -0.506 0.141 -0.361 -0.294
C 0.233 -1.183 -0.142 -0.137
C 1.323 -0.802 0.878 -0.144
O 1.369 0.660 0.917 -0.125
C 0.263 1.116 0.317 -0.241
H -2.046 -0.214 -1.829 0.069
H -1.490 1.468 -1.768 0.074
H -0.475 0.220 -2.528 0.081
H -1.052 0.624 1.889 0.114
H -0.401 -2.003 0.226 0.109
H 0.686 -1.542 -1.082 0.112
H 2.336 -1.122 0.612 0.119
H 1.100 -1.157 1.893 0.114
H -0.353 1.177 2.443 0.105
H 0.177 2.196 0.221 0.133

---

Entry 10:
16
Properties=species:S:1:pos:R:3:lowdin_charge:R:1 method="wB97M-V/def2-TZVPD" charge=0 spin_multiplicity=1 gap_ha=0.366 smiles="C=C(C)CCO"
C 0.150 -0.720 1.304 0.039
C 0.608 -0.223 0.149 -0.390
C 1.976 0.395 0.016 -0.062
C -0.359 -0.310 -1.030 -0.127
C -1.781 0.117 -0.516 -0.252
O -1.665 0.836 0.697 -0.115
H 0.530 -0.449 2.286 0.086
H -0.750 -1.334 1.307 0.084
H 2.046 1.238 -0.682 0.077
H 2.384 0.707 0.987 0.080
H 2.628 -0.400 -0.368 0.083
H -0.060 0.341 -1.862 0.109
H -0.368 -1.335 -1.414 0.114
H -2.422 -0.771 -0.383 0.112
H -2.289 0.779 -1.227 0.108
H -0.704 1.000 0.741 0.053

---

Entry 11:
16
Properties=species:S:1:pos:R:3:lowdin_charge:R:1 method="wB97M-V/def2-TZVPD" charge=0 spin_multiplicity=1 gap_ha=0.352 smiles="C=C/C=C/C.O"
C 0.454 2.312 1.116 -0.001
C -0.101 1.122 1.328 -0.206
C 0.334 -0.172 0.787 -0.138
C -0.499 -1.209 0.736 -0.171
C -0.174 -2.535 0.148 -0.111
H 0.180 3.252 1.587 0.052
H 1.246 2.382 0.370 0.057
H -0.715 1.008 2.214 0.096
H 1.300 -0.238 0.307 0.107
H -1.442 -1.126 1.270 0.105
H 0.695 -2.471 -0.486 0.067
H -1.003 -2.996 -0.378 0.066
H -0.046 -3.320 0.910 0.079
O 0.140 1.574 -3.328 -0.063
H -0.802 1.755 -3.273 0.034
H 0.433 0.662 -3.309 0.027

---

Entry 12:
16
Properties=species:S:1:pos:R:3:lowdin_charge:R:1 method="wB97M-V/def2-TZVPD" charge=0 spin_multiplicity=1 gap_ha=0.401 smiles="CC(C)CC=O"
C -1.320 0.757 -0.266 -0.077
C -0.130 -0.242 -0.412 -0.453
C -0.674 -1.666 -0.356 -0.091
C 1.107 0.022 0.485 -0.153
C 1.523 1.487 0.555 -0.265
O 1.509 2.102 -0.489 0.038
H -0.925 1.823 -0.311 0.072
H -1.934 0.531 -1.170 0.083
H -1.888 0.669 0.768 0.113
H 0.217 -0.203 -1.398 0.104
H -1.343 -1.814 0.602 0.117
H 0.218 -2.257 -0.107 0.072
H -1.159 -2.010 -1.201 0.044
H 0.879 -0.632 1.385 0.129
H 2.040 -0.427 0.224 0.104
H 1.879 1.861 1.691 0.164

---

Entry 13:
16
Properties=species:S:1:pos:R:3:lowdin_charge:R:1 method="wB97M-V/def2-TZVPD" charge=0 spin_multiplicity=1 gap_ha=0.406 smiles="C1CC1.CC=O"
C 0.386 0.802 1.123 -0.182
C 1.336 -0.355 1.282 -0.188
C 0.767 0.325 2.494 -0.175
H -0.618 0.592 0.763 0.071
H 0.797 1.750 0.786 0.097
H 0.973 -1.352 1.043 0.089
H 2.386 -0.195 1.052 0.091
H 0.019 -0.209 3.074 0.094
H 1.432 0.946 3.088 0.092
C -0.459 -0.536 -2.195 -0.050
C -1.867 -0.066 -1.954 -0.311
O -2.371 0.079 -0.865 0.029
H -0.467 -1.407 -2.862 0.082
H 0.107 0.252 -2.709 0.087
H 0.035 -0.781 -1.252 0.059
H -2.456 0.156 -2.870 0.115

---

Entry 14:
16
Properties=species:S:1:pos:R:3:lowdin_charge:R:1 method="wB97M-V/def2-TZVPD" charge=0 spin_multiplicity=1 gap_ha=0.326 smiles=C[C@@H]1[C@H](C)[C@@H]1O
C -1.217 0.375 1.267 -0.101
C 0.274 0.170 1.132 -0.169
C 0.998 0.251 -0.399 -0.240
C 0.270 0.671 -1.630 -0.061
C 0.733 -1.003 0.311 -0.357
O -0.265 -1.728 -0.361 -0.018
H -1.619 -0.261 2.072 0.078
H -1.441 1.406 1.552 0.074
H -1.775 0.121 0.358 0.063
H 0.877 1.081 0.971 0.114
H 2.055 0.543 -0.341 0.139
H -0.800 0.778 -1.437 0.073
H 0.404 -0.093 -2.397 0.083
H 0.649 1.630 -1.997 0.081
H 1.564 -1.622 0.644 0.137
H -0.709 -2.319 0.256 0.104

---

Entry 15:
16
Properties=species:S:1:pos:R:3:lowdin_charge:R:1 method="wB97M-V/def2-TZVPD" charge=0 spin_multiplicity=1 gap_ha=0.344
C -1.847 0.656 -1.129 -0.114
C -0.319 0.595 -1.238 -0.266
C 0.488 0.788 0.025 -0.069
C 0.838 -0.159 0.897 -0.398
C 0.341 -1.576 0.934 -0.029
O 1.694 0.169 1.925 0.015
H -2.292 0.653 -2.132 0.067
H -2.249 -0.208 -0.587 0.063
H -2.185 1.561 -0.614 0.072
H -0.043 -0.358 -1.707 0.102
H 0.004 1.371 -1.942 0.101
H 0.905 1.777 0.209 0.112
H -0.076 -1.779 1.928 0.090
H 1.148 -2.301 0.760 0.087
H -0.445 -1.753 0.197 0.071
H 2.116 -0.640 2.239 0.096

---

Entry 16:
16
Properties=species:S:1:pos:R:3:lowdin_charge:R:1 method="wB97M-V/def2-TZVPD" charge=0 spin_multiplicity=1 gap_ha=0.324
C -2.012 0.062 -0.073 -0.115
C -0.833 -0.894 0.088 -0.233
C 0.383 -0.382 -0.696 -0.225
C 0.929 1.200 -0.261 -0.072
C 1.752 -0.543 0.331 -0.184
O 1.441 -1.350 -0.681 -0.047
H -2.150 0.241 -1.143 0.082
H -1.842 1.039 0.399 0.067
H -2.931 -0.344 0.358 0.071
H -1.046 -1.861 -0.355 0.113
H -0.627 -1.072 1.154 0.105
H -0.063 1.553 -0.352 0.029
H 1.304 1.695 0.691 0.099
H 1.568 1.533 -1.059 0.076
H 1.408 -0.765 1.335 0.114
H 2.721 -0.055 0.234 0.121

---

Entry 17:
16
Properties=species:S:1:pos:R:3:lowdin_charge:R:1 method="wB97M-V/def2-TZVPD" charge=0 spin_multiplicity=1 gap_ha=0.383 smiles="CCCC(C)=O"
C -2.097 0.143 0.257 -0.099
C -0.823 -0.124 -0.550 -0.245
C 0.289 0.971 -0.418 -0.125
C 1.059 0.255 0.658 -0.511
C 1.993 -0.795 0.113 -0.027
O 0.724 0.347 1.823 0.065
H -2.472 1.146 0.033 0.073
H -2.867 -0.592 -0.012 0.072
H -1.926 0.055 1.343 0.078
H -0.397 -1.064 -0.145 0.103
H -1.009 -0.349 -1.607 0.110
H 0.842 1.078 -1.363 0.110
H 0.014 1.979 -0.074 0.123
H 1.755 -1.017 -0.940 0.087
H 2.984 -0.332 0.156 0.093
H 1.931 -1.701 0.726 0.093

---

Entry 18:
16
Properties=species:S:1:pos:R:3:lowdin_charge:R:1 method="wB97M-V/def2-TZVPD" charge=0 spin_multiplicity=1 gap_ha=0.334
C -0.644 1.494 -0.737 -0.075
C -0.474 0.177 0.048 -0.496
C -1.462 -0.885 -0.432 -0.085
C 0.933 -0.196 -0.275 0.026
C 1.844 -0.085 0.892 -0.256
O 1.504 -1.477 1.093 -0.047
H 0.055 2.266 -0.395 0.080
H -1.662 1.875 -0.605 0.083
H -0.469 1.323 -1.804 0.082
H -0.647 0.379 1.120 0.132
H -2.497 -0.545 -0.309 0.077
H -1.335 -1.808 0.144 0.075
H -1.287 -1.116 -1.488 0.081
H 1.714 -1.915 0.246 0.099
H 2.912 0.069 0.709 0.107
H 1.514 0.445 1.794 0.117

---

Entry 19:
16
Properties=species:S:1:pos:R:3:lowdin_charge:R:1 method="wB97M-V/def2-TZVPD" charge=0 spin_multiplicity=1 gap_ha=0.407 smiles=CC[C@@]1(C)CO1
C 1.559 0.284 0.462 -0.094
C 0.788 0.271 -0.864 -0.180
C -0.632 -0.018 -0.384 -0.538
C -0.827 -1.478 0.005 -0.013
C -1.209 1.110 0.343 -0.107
O -1.837 0.576 -0.836 -0.014
H 1.168 -0.485 1.141 0.074
H 1.329 1.233 0.956 0.075
H 2.641 0.158 0.385 0.076
H 1.165 -0.488 -1.554 0.106
H 0.915 1.238 -1.363 0.116
H 0.013 -2.083 -0.365 0.085
H -0.913 -1.632 1.085 0.084
H -1.747 -1.792 -0.496 0.089
H -0.788 2.094 0.120 0.118
H -1.617 1.000 1.353 0.124

---

Entry 20:
16
Properties=species:S:1:pos:R:3:lowdin_charge:R:1 method="wB97M-V/def2-TZVPD" charge=0 spin_multiplicity=1 gap_ha=0.406 smiles=C[C@H]1C[C@H]1CO
C -1.628 -0.224 0.840 -0.080
C -0.958 0.424 -0.352 -0.308
C 0.018 1.540 -0.116 -0.093
C 0.506 0.232 -0.673 -0.240
C 1.445 -0.685 0.093 -0.236
O 2.062 -1.634 -0.760 -0.069
H -1.919 -1.262 0.644 0.076
H -0.975 -0.218 1.720 0.073
H -2.534 0.333 1.108 0.077
H -1.607 0.536 -1.219 0.129
H 0.009 2.410 -0.768 0.100
H 0.260 1.766 0.922 0.109
H 0.762 0.252 -1.732 0.138
H 2.271 -0.115 0.531 0.122
H 0.924 -1.190 0.920 0.113
H 1.364 -2.167 -1.159 0.088

---

The records above yield lowest unoccupied orbital energy values of 0.86; 0.66; 0.77; 0.93; 0.93; 0.93; 1.06; 1.14; 0.99; 0.95; 0.88; 1.00; 1.07; 0.89; 0.92; 1.04; 1.02; 0.59; 1.04; 1.03 eV, respectively.
The records above yield energy above the lowest of the compared OMol25 structures with the same formula, charge and spin values of 402.85; 368.86; 354.05; 114.12; 97.87; 161.03; 64.23; 144.54; 363.35; 176.66; 164.71; 174.04; 148.80; 315.92; 68.92; 520.16; 55.88; 388.18; 163.48; 116.39 kJ/mol, respectively.